Model one:
Below is C5H7NO in the gas phase, with properties calculated with wB97M-V/def2-TZVPD.

As for the orbital gap (spin up / spin down): 7.81 / 8.06 eV. As for the net charge: 0.

Structure (XYZ):
```
14
C5H7NO | the Open Molecules 2025 dataset | wB97M-V/def2-TZVPD
C 1.3115 -0.9505 0.0375
C -0.6761 -2.1231 0.5256
C 0.9130 0.3935 -0.2474
C -0.5133 0.7070 -0.5074
C -1.1526 1.7111 0.0697
O 0.5901 -1.9867 0.3392
N 1.8534 1.2640 -0.3345
H 2.3721 -1.1519 0.0502
H 1.5242 2.1960 -0.5750
H -0.9964 -3.1212 0.7591
H -1.3788 -1.3072 0.4900
H -0.9958 0.0994 -1.2655
H -0.6764 2.3165 0.8245
H -2.1748 1.9530 -0.1660
```

Here are the Mulliken charges for atoms 1 to 6, given in e: -0.271, -0.550, 0.608, -0.534, -0.681, -0.295

=====

Model two:
Below is C5H7NO in the gas phase, with properties calculated with wB97M-V/def2-TZVPD.

As for the orbital gap: 10.56 eV. As for the net charge: 0. Its structure (SMILES) is C#CCCNC=O.

Structure (XYZ):
```
14
C5H7NO | the Open Molecules 2025 dataset | wB97M-V/def2-TZVPD
O -1.4455 0.1835 -1.3401
C -1.3966 0.8354 -0.3115
N -1.1609 0.2468 0.9205
C -0.5034 -1.0437 0.7615
C 0.6589 -0.8555 -0.2296
C 0.9012 0.6132 -0.5014
C 1.7995 1.3599 -0.7723
H -1.6581 1.8992 -0.2768
H -0.7219 0.8340 1.6231
H -1.2353 -1.7509 0.3672
H -0.1545 -1.3964 1.7363
H 1.6272 -1.1557 0.1774
H 0.4900 -1.3866 -1.1747
H 2.7995 1.6169 -0.9798
```

Here are the Mulliken charges for atoms 1 to 6, given in e: -0.509, -0.024, -0.320, -0.514, -0.327, -0.644

=====

Model three:
Below is C5H7NO in the gas phase, with properties calculated with wB97M-V/def2-TZVPD.

As for the orbital gap: 9.49 eV. As for the net charge: 0. Its structure (SMILES) is C=C=C/C(O)=N/C.

Structure (XYZ):
```
14
C5H7NO | the Open Molecules 2025 dataset | wB97M-V/def2-TZVPD
C -2.0210 0.4996 0.7664
N -0.7315 0.0064 0.3639
C 1.2255 -2.3110 -0.4856
C 1.4331 -1.0430 -0.6437
C 1.4532 0.2586 -0.5323
C 0.1876 0.8027 0.0297
O 0.0484 2.1565 0.0144
H -2.3948 1.2874 0.1000
H -1.9819 0.8993 1.7856
H -2.7270 -0.3376 0.7548
H 0.4695 -2.8932 -1.0043
H 1.9542 -2.7537 0.1710
H 2.2518 0.8799 -0.9295
H 0.8328 2.5481 -0.3903
```

Here are the Mulliken charges for atoms 1 to 6, given in e: -0.813, -0.420, -0.585, 0.141, -0.603, 0.863

=====

Relative energies, hartree: model one 0.0657; model two 0.0224; model three 0.0000.

=====

Model one:
Below is C5H7NO in the gas phase, with properties calculated with wB97M-V/def2-TZVPD.

As for the orbital gap: 11.96 eV. As for the net charge: 0. Its structure (SMILES) is CC[C@@]1(C#N)CO1.

Structure (XYZ):
```
14
C5H7NO | the Open Molecules 2025 dataset | wB97M-V/def2-TZVPD
C 0.1164 -1.3890 1.0577
C 0.4786 0.0831 0.8730
C 0.1490 0.5967 -0.5129
C -1.1315 1.2547 -0.8105
O 0.0666 2.0015 -0.6733
C 0.8170 -0.0995 -1.6152
N 1.3404 -0.6801 -2.4678
H -0.9547 -1.5576 0.9002
H 0.3652 -1.7172 2.0709
H 0.6661 -2.0241 0.3546
H -0.0667 0.7136 1.5839
H 1.5475 0.2405 1.0580
H -1.5422 1.2080 -1.8176
H -1.8516 1.3694 -0.0007
```

Here are the Mulliken charges for atoms 1 to 6, given in e: -1.118, -0.518, 1.090, -0.672, -0.459, -0.091

=====

Model two:
Below is C5H7NO in the gas phase, with properties calculated with wB97M-V/def2-TZVPD.

As for the orbital gap: 9.93 eV. As for the net charge: 0. Its structure (SMILES) is [H]/N=C/[C@@]1(C)CC1=O.

Structure (XYZ):
```
14
C5H7NO | the Open Molecules 2025 dataset | wB97M-V/def2-TZVPD
C 0.7805 1.2795 -0.7444
C 0.0426 0.1844 -0.0018
C 0.7871 -1.0809 0.2532
N 0.1830 -2.1852 0.4232
C -0.9665 0.4490 1.0731
O -1.1482 0.7265 2.2223
C -1.4910 0.0251 -0.2203
H 0.8823 1.0132 -1.8033
H 1.7848 1.4318 -0.3338
H 0.2513 2.2359 -0.6887
H 1.8764 -0.9589 0.3421
H 0.8432 -2.9261 0.6561
H -1.9580 0.7944 -0.8333
H -1.8674 -0.9886 -0.3443
```

Here are the Mulliken charges for atoms 1 to 6, given in e: -1.455, 0.997, -0.339, -0.570, 0.342, -0.523

=====

Model three:
Below is C5H7NO as an isolated structure, with properties calculated with wB97M-V/def2-TZVPD.

As for the orbital gap: 7.61 eV. As for the net charge: 0.

Structure (XYZ):
```
14
C5H7NO | the Open Molecules 2025 dataset | wB97M-V/def2-TZVPD
C -1.8470 0.6066 -0.0655
C 1.0174 -1.0285 0.0527
C -0.2974 -1.3050 -0.0632
C 1.2847 1.5118 -0.0428
O 2.1391 -1.6178 0.2625
N -0.6122 -0.0718 -0.3746
C 0.6634 0.3400 -0.1431
H 1.9860 -2.5760 0.2529
H -0.8816 -2.2118 0.0880
H -2.6943 -0.0880 -0.0948
H -2.0357 1.4002 -0.7953
H -1.8152 1.0571 0.9331
H 2.3292 1.5475 0.2444
H 0.7636 2.4359 -0.2543
```

Here are the Mulliken charges for atoms 1 to 6, given in e: -0.946, 0.463, -0.370, -0.948, -0.533, -0.106

=====

Relative energies, hartree: model one 0.0000; model two 0.0190; model three 0.0815.

=====

Model one:
Below is C2H4N2O2 in the gas phase, with properties calculated with wB97M-V/def2-TZVPD.

As for the orbital gap: 11.09 eV. As for the net charge: 0. Its structure (SMILES) is NC(=O)NC=O.

Structure (XYZ):
```
10
C2H4N2O2 | the Open Molecules 2025 dataset | wB97M-V/def2-TZVPD
O 1.7766 0.6299 0.1775
C 1.2937 -0.2376 0.8955
N 0.0883 -0.8396 0.5858
C -0.8867 -0.1839 -0.3635
N -0.6574 0.8971 -1.1541
O -1.9933 -0.7239 -0.2111
H 1.8817 -0.4451 1.9160
H -0.3554 -1.6292 1.0946
H 0.2612 1.2568 -1.2113
H -1.4086 1.2755 -1.7295
```

Here are the Mulliken charges for atoms 1 to 6, given in e: -0.564, 0.179, -0.124, 0.423, -0.303, -0.625

=====

Model two:
Below is C2H4N2O2 in the gas phase, with properties calculated with wB97M-V/def2-TZVPD.

As for the orbital gap: 9.75 eV. As for the net charge: 0. Its structure (SMILES) is O/N=C\C=N\O.

Structure (XYZ):
```
10
C2H4N2O2 | the Open Molecules 2025 dataset | wB97M-V/def2-TZVPD
C 0.3018 0.7049 0.0090
C -1.1694 0.8206 -0.0339
H 2.5621 -1.3184 0.0867
H 0.9904 1.5869 0.0427
H -1.5034 1.8710 -0.0320
H -0.6389 -1.3844 -0.0338
N 0.8675 -0.4583 0.0495
N -2.0526 -0.0922 -0.0033
O 2.2508 -0.3697 -0.0635
O -1.6083 -1.3606 -0.0213
```

Here are the Mulliken charges for atoms 1 to 6, given in e: 0.153, -0.215, 0.359, 0.368, 0.317, 0.499

=====

Model three:
Below is C2H4N2O2 in the gas phase, with properties calculated with wB97M-V/def2-TZVPD.

As for the orbital gap: 10.71 eV. As for the net charge: 0. Its structure (SMILES) is [H]/N=C\C(O)=N\O.

Structure (XYZ):
```
10
C2H4N2O2 | the Open Molecules 2025 dataset | wB97M-V/def2-TZVPD
C 0.0778 0.1584 0.2140
C 1.5320 0.1578 -0.3154
O -2.1434 0.5322 0.0778
O -0.3938 -0.9710 0.6689
N -0.6944 1.0806 -0.2431
N 2.2719 -0.8543 -0.0680
H -2.6864 1.1474 -0.4474
H -1.5607 -0.7164 0.5697
H 1.6846 -1.6305 0.2729
H 1.9125 1.0960 -0.7294
```

Here are the Mulliken charges for atoms 1 to 6, given in e: 0.675, -0.129, -0.515, -0.592, -0.342, -0.619

=====

Relative energies, hartree: model one 0.0000; model two 0.1513; model three 0.1328.

=====

Model one:
Below is C2H4N2O2 in the gas phase, with properties calculated with wB97M-V/def2-TZVPD.

As for the orbital gap: 10.60 eV. As for the net charge: 0. Its structure (SMILES) is NC(=O)/N=C\O.

Structure (XYZ):
```
10
C2H4N2O2 | the Open Molecules 2025 dataset | wB97M-V/def2-TZVPD
N 1.9339 0.2431 -0.0940
C 0.7699 -0.4606 0.1447
O 0.7277 -1.6724 0.2596
N -0.3111 0.3832 0.4196
C -1.5571 0.3716 0.2269
O -2.3088 -0.1275 -0.7668
H 2.7757 -0.2694 0.1319
H 1.9386 1.2221 0.1559
H -1.7760 -0.5474 -1.4499
H -2.1927 0.8572 0.9723
```

Here are the Mulliken charges for atoms 1 to 6, given in e: -0.410, 0.475, -0.573, -0.391, 0.196, -0.453

=====

Model two:
Below is a 2-piece molecular cluster, C2H4N2O2 overall, with properties calculated with wB97M-V/def2-TZVPD.

As for the orbital gap: 7.84 eV. As for the net charge: 0. Its structure (SMILES) is [H]/N=C\O.N=C=O.

Structure (XYZ):
```
10
C2H4N2O2 | the Open Molecules 2025 dataset | wB97M-V/def2-TZVPD
O -1.2306 1.4024 0.8656
C -1.7697 0.6424 -0.1145
N -1.3988 -0.4568 -0.6298
C 1.8358 -0.7597 0.1364
N 1.3167 0.3074 0.6142
O 1.6534 -1.5285 -0.7412
H -2.7915 0.9711 -0.3390
H -0.5363 -0.5150 -1.1908
H -0.3020 1.0742 0.9371
H 1.4635 0.8669 -0.2303
```

Here are the Mulliken charges for atoms 1 to 6, given in e: -0.478, 0.090, -0.515, 0.627, -0.702, -0.326

=====

Model three:
Below is C2H4N2O2 in the gas phase, with properties calculated with wB97M-V/def2-TZVPD.

As for the orbital gap: 10.87 eV. As for the net charge: 0. Its structure (SMILES) is NC(=O)NC=O.

Structure (XYZ):
```
10
C2H4N2O2 | the Open Molecules 2025 dataset | wB97M-V/def2-TZVPD
N 1.7917 0.2392 0.0373
C 0.4997 0.2702 0.4980
O 0.1840 0.6475 1.6055
N -0.4355 -0.1458 -0.4555
C -1.7914 -0.2008 -0.1853
O -2.6106 -0.5159 -1.0162
H 2.0495 -0.4296 -0.6750
H 2.4920 0.4010 0.7465
H -0.1593 -0.3351 -1.4107
H -2.0201 0.0694 0.8554
```

Here are the Mulliken charges for atoms 1 to 6, given in e: -0.440, 0.573, -0.570, -0.146, 0.066, -0.532

=====

Model four:
Below is a 2-piece molecular cluster, C2H4N2O2 overall, with properties calculated with wB97M-V/def2-TZVPD.

As for the orbital gap: 10.84 eV. As for the net charge: 0. Its structure (SMILES) is C1=NC1.O=NO.

Structure (XYZ):
```
10
C2H4N2O2 | the Open Molecules 2025 dataset | wB97M-V/def2-TZVPD
C -0.9981 0.8987 -0.1667
C -1.8706 0.0744 0.5998
N -1.0163 -0.5642 -0.1319
N 2.7485 -0.6259 -0.4298
O 1.9922 -1.5784 -0.0043
O 2.2584 0.5014 -0.5193
H -1.3045 1.1736 -1.1369
H -0.2304 1.3745 0.4486
H -2.5948 0.1689 1.4053
H 1.0155 -1.4230 -0.0649
```

Here are the Mulliken charges for atoms 1 to 6, given in e: -0.254, -0.007, -0.538, 0.321, -0.314, -0.376

=====

Relative energies, hartree: model one 0.0357; model two 0.1479; model three 0.0000; model four 0.2460.

=====

Model one:
Below is C2H4N2O2 in the gas phase, with properties calculated with wB97M-V/def2-TZVPD.

As for the orbital gap: 10.01 eV. As for the net charge: 0. Its structure (SMILES) is C=NO/C=N/O.

Structure (XYZ):
```
10
C2H4N2O2 | the Open Molecules 2025 dataset | wB97M-V/def2-TZVPD
C -0.7303 -0.1870 -0.2450
C 2.4900 0.2344 -0.8152
H -2.2096 -0.5644 2.1184
H -1.4056 -0.7603 -0.9924
H 3.3838 0.4128 -0.3407
H 2.2023 0.0921 -1.8792
N -0.9715 0.0730 0.9613
N 1.3986 0.3619 -0.0682
O -2.2843 -0.3358 1.1771
O 0.3444 0.0222 -1.0267
```

Here are the Mulliken charges for atoms 1 to 6, given in e: 0.239, -0.308, 0.358, 0.267, 0.325, 0.317

=====

Model two:
Below is C2H4N2O2 in the gas phase, with properties calculated with wB97M-V/def2-TZVPD.

As for the orbital gap: 10.20 eV. As for the net charge: 0. Its structure (SMILES) is N/N=C\C(=O)O.

Structure (XYZ):
```
10
C2H4N2O2 | the Open Molecules 2025 dataset | wB97M-V/def2-TZVPD
C -0.7970 0.1252 -0.5587
C 0.6326 0.6041 -0.5055
H -0.1983 -1.0668 1.5329
H -1.6908 -1.6568 1.9042
H -1.2285 0.7985 -1.4253
H 2.1075 0.6448 0.6554
N -0.9452 -1.5286 1.1297
N -1.4935 -0.7448 0.0552
O 1.1627 0.3850 0.7658
O 1.2207 1.2173 -1.3378
```

Here are the Mulliken charges for atoms 1 to 6, given in e: -0.009, 0.654, 0.251, 0.275, 0.271, 0.333

=====

Relative energies, hartree: model one 0.1257; model two 0.0000.

=====

Model one:
Below is C4H2N2O in the gas phase, with properties calculated with wB97M-V/def2-TZVPD.

As for the orbital gap: 9.37 eV. As for the net charge: 0. Its structure (SMILES) is N=C=C=C1NC1=O.

Structure (XYZ):
```
9
C4H2N2O | the Open Molecules 2025 dataset | wB97M-V/def2-TZVPD
N 0.4804 0.6571 1.0732
C 0.8978 1.8309 0.5117
O 1.5561 2.8059 0.7151
C -0.0456 0.9870 -0.2069
C -0.9100 0.5441 -1.0949
C -1.6744 -0.4916 -0.8734
N -2.4504 -1.4242 -0.7456
H -2.3724 -1.9257 0.1351
H 0.2934 0.2213 1.9730
```

Here are the Mulliken charges for atoms 1 to 6, given in e: -0.254, 0.411, -0.505, 0.655, -1.104, 0.791

=====

Model two:
Below is C4H2N2O as an isolated structure, with properties calculated with wB97M-V/def2-TZVPD.

As for the orbital gap: 9.74 eV. As for the net charge: 0.

Structure (XYZ):
```
9
C4H2N2O | the Open Molecules 2025 dataset | wB97M-V/def2-TZVPD
C -1.6991 0.0374 -0.0218
C -0.3419 0.1925 -0.1532
C 0.6835 1.1384 -0.2148
C 1.5726 -0.6454 0.0655
H 0.7208 2.2021 0.0150
H 2.2061 -1.6883 0.3986
N -2.8670 0.0028 0.1951
N 1.9066 0.5305 0.2421
O 0.3132 -1.0731 -0.1910
```

Here are the Mulliken charges for atoms 1 to 6, given in e: 0.221, 0.477, -0.412, 0.155, 0.339, 0.256

=====

Relative energies, hartree: model one 0.0661; model two 0.0000.

=====

Model one:
Below is a 2-piece molecular cluster, C5H13NO overall, with properties calculated with wB97M-V/def2-TZVPD.

As for the orbital gap (spin up / spin down): 9.33 / 4.37 eV. As for the net charge: +1. The multiplicity is 2.

Structure (XYZ):
```
20
C5H13NO | the Open Molecules 2025 dataset | wB97M-V/def2-TZVPD
C 2.0455 -0.1668 1.5882
C 1.6651 -1.5180 2.1457
O 2.2975 -2.5350 1.7967
N 0.5905 -1.6369 2.9109
H 1.9614 0.7358 2.1914
H 1.4139 0.0380 0.7198
H 0.3107 -2.6029 3.1082
H 0.1280 -0.8872 3.4217
H 3.0899 -0.3325 1.3086
C -0.8486 0.6062 -1.3368
C -0.6357 0.3851 -2.8229
C -2.0764 1.3765 -0.9461
H -0.8903 -0.3436 -0.7813
H 0.0807 1.0401 -0.9361
H -1.4681 -0.1954 -3.2339
H 0.2933 -0.1288 -3.0471
H -2.8955 0.8078 -0.5078
H -1.7869 2.2470 -0.3529
H -0.6364 1.2805 -3.4488
H -2.6385 1.8300 -1.7774
```

Here are the Mulliken charges for atoms 1 to 6, given in e: -0.724, 0.801, -0.131, -0.324, 0.381, 0.146

=====

Model two:
Below is a 2-piece molecular cluster, C5H13NO overall, with properties calculated with wB97M-V/def2-TZVPD.

As for the orbital gap (spin up / spin down): 10.25 / 5.39 eV. As for the net charge: +1. The multiplicity is 2.

Structure (XYZ):
```
20
C5H13NO | the Open Molecules 2025 dataset | wB97M-V/def2-TZVPD
C 1.1010 2.4722 -1.1887
C -0.1118 1.5913 -1.3232
O -1.1002 1.7920 -0.5775
N -0.1072 0.6050 -2.1884
H 0.8397 3.4210 -0.7199
H 1.6152 2.5850 -2.1307
H -0.9362 0.0222 -2.2397
H 0.5348 0.6284 -2.9676
H 1.7254 1.9548 -0.4508
C -0.4550 -1.0063 1.7563
C -1.5047 -1.7222 0.9183
C 0.9446 -1.3053 1.2493
H -0.6057 0.0696 1.6389
H -0.4906 -1.2520 2.8117
H -2.4584 -1.7345 1.4597
H -1.1700 -2.7396 0.7082
H 1.1131 -0.9041 0.2338
H 1.7678 -0.9260 1.8656
H -1.7566 -1.1685 0.0107
H 1.0549 -2.3829 1.1341
```

Here are the Mulliken charges for atoms 1 to 6, given in e: -0.976, 0.824, -0.147, -0.282, 0.349, 0.389

=====

Relative energies, hartree: model one 0.0180; model two 0.0000.